Formula: C29H67F3NO11
Source: OMol25
Level of theory: the ωB97M-V functional and the def2-TZVPD basis

Each line ends with the Löwdin charge.
Atoms and positions in Å:
C: 2.15 -1.02 0.62  -0.14
C: 2.16 0.44 1.10  -0.28
C: 1.85 1.45 -0.01  -0.20
C: 0.34 1.65 -0.33  -0.51
C: -0.16 2.94 0.35  -0.11
N: -0.40 0.47 -0.02  -0.09
C: -1.80 0.66 0.02  -0.36
C: -2.40 -0.74 0.19  -0.20
O: -3.61 -0.82 0.97  -0.12
C: -4.66 -0.14 0.39  -0.15
C: -5.59 0.39 1.45  -0.59
F: -6.45 1.29 0.91  0.10
F: -6.37 -0.59 1.98  0.12
F: -4.97 1.00 2.47  0.15
H: 1.59 -1.11 -0.31  0.04
H: 1.65 -1.68 1.35  0.06
H: 3.17 -1.39 0.47  0.05
H: 1.42 0.55 1.89  0.09
H: 3.14 0.67 1.54  0.07
H: 2.27 2.42 0.29  0.08
H: 2.39 1.15 -0.92  0.10
H: 0.32 1.88 -1.44  0.11
H: -0.23 2.80 1.44  0.07
H: -1.16 3.22 -0.02  0.05
H: 0.51 3.78 0.15  0.05
H: -2.21 1.29 0.85  0.10
H: -2.22 1.12 -0.93  0.10
H: -1.65 -1.32 0.72  0.11
H: -2.58 -1.20 -0.79  0.10
H: -4.33 0.72 -0.21  0.13
H: -5.27 -0.79 -0.25  0.14
C: -2.57 -3.50 -3.01  -0.12
O: -1.36 -2.84 -2.72  -0.19
C: -0.74 -3.27 -1.51  -0.20
C: 0.36 -4.27 -1.77  -0.20
O: -0.11 -5.47 -2.38  -0.19
C: 0.02 -5.48 -3.78  -0.12
H: -2.81 -3.30 -4.05  0.08
H: -2.49 -4.59 -2.87  0.08
H: -3.39 -3.13 -2.38  0.08
H: -1.50 -3.70 -0.84  0.13
H: -0.32 -2.39 -1.02  0.10
H: 0.82 -4.55 -0.81  0.13
H: 1.14 -3.81 -2.39  0.13
H: 1.05 -5.73 -4.08  0.08
H: -0.25 -4.52 -4.22  0.08
H: -0.66 -6.24 -4.17  0.07
C: 7.49 2.17 5.12  -0.12
O: 7.22 3.13 4.12  -0.19
C: 6.85 2.55 2.87  -0.20
C: 5.36 2.48 2.67  -0.20
O: 4.72 1.63 3.61  -0.20
C: 4.10 2.32 4.67  -0.11
H: 7.49 2.69 6.08  0.09
H: 6.74 1.38 5.14  0.08
H: 8.48 1.72 4.97  0.08
H: 7.29 1.55 2.78  0.13
H: 7.29 3.18 2.09  0.11
H: 5.16 2.07 1.67  0.12
H: 4.92 3.49 2.70  0.13
H: 3.16 2.78 4.35  0.09
H: 4.75 3.09 5.09  0.08
H: 3.87 1.58 5.44  0.09
C: -8.50 2.18 3.26  -0.10
O: -8.96 2.87 4.41  -0.19
C: -8.49 4.20 4.50  -0.21
C: -9.52 5.22 4.04  -0.21
O: -9.84 5.09 2.67  -0.19
C: -11.00 4.31 2.42  -0.12
H: -9.12 1.30 3.14  0.09
H: -8.56 2.80 2.36  0.09
H: -7.46 1.86 3.39  0.08
H: -7.56 4.32 3.93  0.13
H: -8.26 4.41 5.55  0.12
H: -9.11 6.22 4.18  0.12
H: -10.42 5.13 4.65  0.12
H: -11.91 4.89 2.64  0.09
H: -11.01 3.40 3.02  0.08
H: -11.00 4.05 1.37  0.09
C: -6.13 -6.00 -4.99  -0.11
O: -5.86 -6.12 -6.37  -0.19
C: -4.79 -5.32 -6.82  -0.21
C: -3.49 -6.09 -6.92  -0.21
O: -3.05 -6.58 -5.67  -0.20
C: -3.37 -7.93 -5.42  -0.11
H: -6.76 -6.83 -4.70  0.09
H: -5.21 -6.02 -4.40  0.08
H: -6.66 -5.06 -4.78  0.09
H: -4.65 -4.46 -6.16  0.12
H: -5.04 -4.94 -7.81  0.12
H: -2.71 -5.42 -7.30  0.13
H: -3.59 -6.92 -7.63  0.13
H: -2.67 -8.60 -5.95  0.09
H: -4.39 -8.17 -5.73  0.08
H: -3.27 -8.10 -4.35  0.09
C: 12.57 2.59 -0.44  -0.11
O: 11.70 3.62 -0.86  -0.19
C: 10.37 3.18 -1.10  -0.20
C: 9.45 3.42 0.07  -0.21
O: 9.83 2.69 1.22  -0.20
C: 10.56 3.45 2.18  -0.11
H: 13.46 3.06 -0.02  0.09
H: 12.11 1.96 0.33  0.08
H: 12.87 1.96 -1.28  0.09
H: 10.37 2.11 -1.36  0.13
H: 10.00 3.74 -1.96  0.13
H: 8.44 3.10 -0.21  0.12
H: 9.41 4.50 0.30  0.13
H: 9.88 4.09 2.76  0.09
H: 11.32 4.07 1.70  0.08
H: 11.04 2.74 2.85  0.09

Output
M ... 662.845 g/mol
Orbital gap ... 4.30 eV
Charge ... -1
E_LUMO ... 2.183 eV
HOMO level ... -2.12 eV